1.
The following is a DFT calculation (ωB97M-V with the def2-TZVPD basis set) of a molecular structure, C30H21N2O3STi at a distorted geometry.

Last column: Löwdin spin population.
Cartesian coordinates (Å):
H1 5.109 -0.838 1.316  0.0000
O1 1.694 -0.760 0.313  0.0144
H2 -4.949 2.853 1.086  0.0006
C1 -1.673 2.102 -2.029  0.0013
H3 4.957 1.351 4.975  0.0000
H4 4.197 -2.719 -3.198  0.0000
C2 -3.287 3.823 -2.512  -0.0018
H5 1.766 1.706 2.160  0.0001
H6 6.291 -1.460 -3.543  0.0000
H7 -4.108 0.978 2.474  -0.0001
C3 5.139 0.173 3.196  0.0000
C4 2.724 1.282 2.436  0.0003
N1 -1.827 0.823 -0.005  0.0127
C5 -1.063 -3.169 2.693  0.0015
H8 5.151 1.270 -0.461  0.0000
H9 -3.646 4.604 -3.169  -0.0001
H10 -3.616 -1.018 3.188  0.0003
C6 -3.933 3.568 -1.323  0.0025
C7 -1.571 -1.374 -2.142  0.0003
H11 -1.684 3.264 -3.821  0.0002
N2 -0.461 -1.026 -1.863  -0.0013
Ti1 -0.138 -0.018 -0.262  0.8741
C8 4.407 -1.840 -2.605  0.0000
C9 -2.166 3.077 -2.872  0.0027
C10 4.590 -0.145 1.964  0.0003
H12 -2.744 -3.169 4.014  -0.0001
C11 -3.628 1.223 1.540  -0.0010
C12 2.101 1.509 -0.297  0.0053
S1 -2.994 -1.877 -2.564  -0.0003
H13 6.070 -0.285 3.498  0.0000
O2 0.843 1.534 -0.050  0.0251
C13 -2.213 -2.626 3.244  -0.0004
C14 5.584 -1.135 -2.795  0.0003
C15 3.282 1.606 3.661  0.0000
C16 -2.511 0.483 1.131  0.0141
H14 6.764 0.541 -2.175  0.0000
H15 0.525 -2.946 1.302  -0.0001
H16 -0.716 -4.140 3.023  0.0002
C17 -4.101 2.261 0.775  0.0108
C18 4.949 0.399 -1.062  0.0004
C19 -0.802 -1.236 1.242  0.0096
C20 5.849 -0.012 -2.028  0.0001
C21 3.395 0.437 1.555  0.0004
C22 -2.007 -0.716 1.784  0.0046
C23 -3.471 2.563 -0.458  0.0008
C24 -2.692 -1.411 2.790  0.0017
O3 2.764 2.390 -0.785  -0.0012
H17 2.007 -1.537 0.802  0.0011
H18 -0.786 1.532 -2.311  0.0010
C25 -0.366 -2.473 1.713  0.0018
C26 3.770 -0.311 -0.861  0.0004
H19 2.763 2.283 4.322  0.0000
H20 2.568 -1.985 -1.525  0.0000
C27 -2.313 1.818 -0.812  0.0103
C28 4.504 1.071 4.035  0.0003
H21 -4.809 4.136 -1.038  0.0002
C29 2.789 0.162 0.184  0.0062
C30 3.495 -1.428 -1.647  0.0005

Calculated values
strongest force on any atom	4.56	eV/A
2S+1	2
HOMO (alpha / beta)	-7.0 / -8.7	eV
molecular weight	537.4	g/mol
<S²>	0.753
charge	0
HOMO-LUMO gap (alpha / beta)	6.03 / 7.68	eV
E_LUMO (alpha / beta)	-1.01 / -1.00	eV

2.
The following is a DFT calculation (ωB97M-V with the def2-TZVPD basis set) of a molecular structure, C30H22AsFGdI2N6O7S4 at a distorted geometry.

Last column: Löwdin spin population.
Cartesian coordinates (Å):
N1 1.756 0.481 0.776  -0.0081
N2 -0.052 -0.860 3.060  -0.0002
S1 1.332 4.879 -1.279  -0.0001
C1 -3.945 1.537 -4.962  0.0000
H1 0.286 -3.309 6.011  0.0000
C2 0.013 -4.500 3.533  0.0007
C3 -5.676 2.877 -3.957  0.0000
H2 0.130 0.649 4.398  0.0000
N3 2.385 -1.704 1.300  0.0006
C4 2.139 1.769 1.048  -0.0005
O1 -3.864 -0.391 -0.927  0.0002
H3 1.992 -3.495 -4.490  0.0010
C5 3.072 1.903 2.030  -0.0001
H4 -5.343 2.723 -6.065  0.0000
H5 5.076 -1.887 -2.022  0.0012
S2 3.543 0.353 2.631  -0.0005
C6 0.165 3.553 -1.314  -0.0004
C7 2.231 3.993 -0.096  0.0001
H6 -6.506 3.562 -4.055  0.0000
As1 -1.884 -0.007 -3.624  -0.0016
O2 -0.534 0.845 -3.239  -0.0009
C8 3.612 -2.798 -3.286  -0.0057
C9 -1.833 1.600 1.900  -0.0002
O3 -0.407 -1.785 0.475  -0.0108
C10 -5.016 2.409 -5.084  0.0000
C11 0.202 -1.278 5.389  -0.0002
H7 -3.422 1.144 -5.827  0.0000
C12 0.185 -2.629 5.177  0.0003
I1 -0.539 -4.418 -0.814  -0.0006
C13 -5.265 2.454 -2.704  -0.0001
C14 1.699 -1.143 -1.978  0.1929
C15 1.625 2.805 0.172  -0.0003
H8 -2.553 -2.002 -2.606  0.0000
C16 -0.315 -3.976 1.241  0.0007
S3 -3.774 0.217 2.721  -0.0002
I2 0.338 -5.992 5.012  0.0000
N4 -0.979 3.679 -1.989  -0.0001
F1 4.526 -3.630 -3.879  -0.0014
O4 -2.140 1.323 -1.179  -0.0141
H9 0.342 -2.090 -3.403  0.0017
H10 -3.138 2.471 3.428  0.0000
H11 3.146 4.389 0.296  0.0000
N5 0.475 2.559 -0.539  -0.0043
H12 3.460 -0.419 -0.941  0.0024
C17 1.372 -2.026 -3.037  0.0168
C18 2.292 -2.837 -3.686  0.0067
H13 1.914 -2.005 0.455  0.0005
C19 0.034 -3.140 3.872  -0.0001
H14 -1.000 4.259 -2.809  0.0000
H15 -1.559 2.837 -1.966  0.0000
C20 4.031 -1.929 -2.301  0.0077
O5 -1.849 -0.768 -5.058  -0.0002
C21 -0.294 -2.591 1.456  -0.0003
C22 3.084 -1.115 -1.690  0.0226
C23 -0.106 -2.176 2.826  0.0001
C24 -2.862 1.667 2.779  -0.0002
H16 -5.741 2.788 -1.796  0.0000
H17 -1.112 2.374 1.693  0.0001
C25 -4.204 1.579 -2.593  -0.0002
O6 -4.200 1.824 0.015  -0.0003
H18 -2.826 -1.359 1.126  0.0000
H19 3.532 2.785 2.425  0.0000
C26 -0.163 -4.923 2.234  -0.0001
H20 -0.184 -5.976 1.992  0.0000
Gd1 -0.344 -0.038 -0.989  6.8133
N6 -1.740 0.435 1.212  -0.0088
C27 2.430 -0.380 1.468  0.0000
S4 -3.579 1.025 -1.018  -0.0015
C28 -2.690 -0.376 1.533  -0.0004
O7 -1.916 -1.314 -2.369  -0.0069
H21 3.075 -2.293 1.736  0.0000
C29 0.090 -0.427 4.281  0.0003
C30 -3.525 1.124 -3.702  -0.0003
H22 0.313 -0.870 6.382  0.0000

Calculated values
strongest force on any atom	2.71	eV/A
2S+1	8
HOMO (alpha / beta)	-5.1 / -5.1	eV
molecular weight	1211.8	g/mol
ΔE to the lowest compared entry with this formula, charge and spin	0.1	kcal/mol
<S²>	16.059
charge	-1
HOMO-LUMO gap (alpha / beta)	7.06 / 6.77	eV
E_LUMO (alpha / beta)	1.97 / 1.67	eV

3.
The following is a DFT calculation (ωB97M-V with the def2-TZVPD basis set) of a molecular structure, C30H22AsLaN6O11S4 at a distorted geometry.

Last column: Mulliken charge in e.
Cartesian coordinates (Å):
H1 -1.379 2.130 4.326  0.3926
H2 3.387 -4.498 1.633  0.6812
O1 -1.470 -0.351 3.775  -0.6584
O2 -0.018 0.539 2.293  -0.0373
H3 -0.673 2.424 6.675  0.4170
H4 -4.505 -1.750 1.254  0.4006
C1 -1.084 5.502 4.391  -0.4428
C2 1.693 -6.167 -0.802  -0.3083
C3 -3.742 -1.126 0.807  -0.7204
As1 3.899 0.628 0.051  0.0325
N1 3.318 -7.076 0.759  1.0642
N2 0.089 -5.439 -2.467  0.9440
H5 0.059 -0.108 -6.446  0.3956
H6 0.432 3.561 2.081  0.4933
La1 0.899 -0.112 0.072  1.9462
C4 0.217 3.230 -4.531  -0.8053
C5 1.003 -3.776 -0.782  0.2398
H7 0.529 -0.427 3.948  0.3581
C6 0.190 2.030 -3.827  -0.3080
C7 0.110 0.820 -4.506  -0.0232
C8 -0.788 3.295 6.040  -0.7481
H8 -2.280 4.896 2.103  0.5628
H9 0.247 2.029 -2.746  0.4403
H10 -1.198 6.367 3.743  0.3632
N3 -1.749 0.414 -0.262  -0.4150
C9 -3.375 0.052 1.427  -0.7328
N4 2.051 -2.317 0.813  0.8265
C10 -2.366 0.794 0.841  0.5058
C11 1.944 -3.650 0.353  -0.5363
O3 3.217 -2.115 1.664  -0.2593
S1 2.491 2.289 0.127  -0.5503
H11 0.290 4.162 -3.982  0.4028
O4 -0.384 -4.524 -3.115  -0.6125
O5 0.378 -2.781 -1.177  0.0259
C12 -0.472 3.802 1.526  -1.0047
O6 -1.968 -1.534 -3.201  -0.5119
C13 -1.180 3.123 4.718  -0.0345
C14 -3.137 -1.519 -0.388  -0.5088
O7 0.886 -1.796 1.378  -0.6270
S2 3.270 -0.489 2.062  -0.1155
H12 -3.813 0.391 2.355  0.4942
C15 0.105 2.026 -6.606  -0.7081
C16 0.949 -5.110 -1.310  -0.6264
N5 -0.290 -0.313 -2.358  0.7733
H13 1.600 -7.149 -1.238  0.6037
O8 4.117 -6.847 1.651  -0.6731
C17 0.083 0.831 -5.899  -0.4452
C18 0.093 -0.496 -3.757  0.2229
O9 3.192 -8.173 0.240  -0.6884
O10 -0.826 2.626 0.766  -0.0977
C19 -0.332 -0.106 3.361  -0.3648
H14 -1.421 -1.272 -5.176  0.4908
C20 2.546 -5.941 0.226  -0.5529
S3 5.922 1.134 0.206  -0.5471
O11 -0.108 -6.618 -2.728  -0.6980
H15 -0.526 -2.539 -4.277  0.2393
H16 1.101 -0.914 -3.784  0.4398
H17 -3.415 -2.423 -0.912  0.5265
N6 -2.531 2.805 2.243  -0.7800
C21 -0.540 4.570 6.543  -0.3523
C22 2.690 -4.662 0.825  -0.2352
C23 -0.690 5.676 5.715  -0.5444
C24 -1.703 4.031 2.432  0.5971
C25 -1.922 2.128 1.370  0.3809
H18 0.081 2.013 -7.689  0.3588
H19 -0.273 4.615 0.835  0.2459
H20 -0.502 6.673 6.096  0.3562
S4 3.271 -0.683 -1.535  -0.5397
H21 0.176 4.172 -6.464  0.3625
H22 -0.229 4.698 7.573  0.3587
C26 -0.933 -1.533 -4.241  -0.5700
C27 -2.141 -0.714 -0.884  -0.2588
C28 0.164 3.235 -5.920  -0.3703
C29 -1.328 4.230 3.885  -0.2322
C30 -1.397 -0.889 -2.173  0.3018

Calculated values
strongest force on any atom	3.99	eV/A
2S+1	1
HOMO	-2.6	eV
molecular weight	984.6	g/mol
ΔE to the lowest compared entry with this formula, charge and spin	6.7	kcal/mol
charge	-2
HOMO-LUMO gap	6.39	eV
E_LUMO	3.79	eV

4.
The following is a DFT calculation (ωB97M-V with the def2-TZVPD basis set) of a molecular structure, C30H22BBaN9O2 at a distorted geometry.

Last column: Mulliken charge in e.
Cartesian coordinates (Å):
H1 -7.025 4.288 -1.506  0.3889
H2 -3.159 1.394 2.327  0.4096
C1 -6.035 4.234 -1.096  -0.5909
H3 6.354 -2.196 -3.046  0.3945
H4 5.110 1.585 2.315  0.3909
H5 3.352 -4.334 0.221  0.4803
H6 -4.349 -3.407 -0.638  0.4525
H7 -2.479 -5.079 -0.119  0.2339
H8 2.152 -6.730 0.174  0.4231
C2 0.336 2.007 0.277  -1.5037
C3 -5.444 5.355 -0.562  -0.4575
H9 0.183 -2.148 2.905  0.4033
C4 -4.098 2.969 -0.609  0.8144
N1 -0.965 1.616 0.723  0.4830
C5 2.637 2.003 0.130  0.8028
N2 0.637 2.279 -1.045  -0.2432
C6 -3.487 4.137 -0.086  0.5084
Ba1 1.058 -0.965 -0.658  1.7203
C7 4.538 -1.685 -2.088  -0.4259
C8 -2.444 0.593 2.444  -0.4270
C9 3.914 1.691 0.554  -0.5734
N3 3.549 -0.780 -1.851  0.2866
C10 5.601 -1.433 -2.949  -0.6422
N4 -1.280 -2.293 -1.094  -0.2544
C11 2.321 -4.549 0.030  -0.4927
B1 -2.086 2.393 0.210  0.9098
C12 -2.716 -0.415 3.373  -0.6131
C13 1.534 2.002 1.050  1.6575
N5 -2.315 -4.136 -0.477  -0.0959
C14 5.626 -0.219 -3.637  -0.3622
C15 -1.239 0.560 1.679  0.0900
C16 -5.382 2.964 -1.119  -0.8397
H10 -3.644 -0.398 3.949  0.4139
C17 3.039 1.839 2.844  -0.8120
O1 -2.166 3.816 0.377  -0.4282
N6 1.406 -3.567 -0.236  0.0499
H11 4.559 1.637 -3.992  0.4017
H12 -5.977 6.292 -0.497  0.3695
O2 -3.249 1.842 -0.436  -0.4286
C18 4.108 1.732 1.938  -0.7280
C19 -0.642 -1.431 2.752  -0.8826
C20 -4.138 5.357 -0.012  -0.9079
C21 -1.091 -3.547 -0.662  -0.1345
C22 1.719 1.884 2.436  -0.2369
C23 -2.645 -2.085 -1.161  -0.4241
H13 3.295 1.845 3.914  0.3474
H14 4.738 1.463 -0.119  0.4225
C24 -1.799 -1.456 3.522  -0.5888
H15 0.908 1.834 3.158  0.4647
C25 3.562 0.423 -2.444  0.2627
N7 -0.403 -0.465 1.797  0.2002
C26 0.207 -4.190 -0.389  0.0975
H16 4.439 -2.645 -1.579  0.1786
N8 0.373 -5.540 -0.223  -0.0737
C27 1.721 -5.771 0.012  -0.5972
H17 -3.705 6.273 0.424  0.4253
C28 -3.305 -3.213 -0.758  -0.5850
H18 -5.914 2.095 -1.497  0.4291
H19 6.423 0.037 -4.320  0.3953
C29 4.576 0.695 -3.429  -0.6578
C30 2.019 1.917 -1.203  -0.9012
H20 -0.311 -6.265 -0.419  0.2495
N9 2.473 1.311 -2.274  -0.5960
H21 -3.015 -1.154 -1.535  0.5333
H22 -1.961 -2.265 4.234  0.4133

Calculated values
strongest force on any atom	4.14	eV/A
2S+1	1
HOMO	-3.6	eV
molecular weight	688.7	g/mol
charge	0
HOMO-LUMO gap	2.81	eV
E_LUMO	-0.80	eV